61
Properties=species:S:1:pos:R:3:lowdin_charge:R:1 method="wB97M-V/def2-TZVPD" homo_lumo_gap_ev="7.2 / 7.9" lumo_energy_ev="-7.4 / -6.7" relative_energy_ev=0.000 e_homo_ev="-14.601 / -14.615" total_charge=+2 multiplicity=3 energy_ev=-59508.3013
V -0.0334 -0.5869 -0.8296 1.102
C -1.8022 -3.1379 1.2664 -0.008
C -1.5307 -1.7604 1.7713 -0.289
C -1.8868 -1.2394 3.0089 0.050
C -1.4416 0.0722 3.0174 -0.232
C -1.5731 1.0933 4.0934 0.007
N -0.8571 0.3074 1.8324 0.037
N -0.8961 -0.8153 1.0568 -0.005
B -0.3044 1.6154 1.2520 -0.471
N -1.1134 1.9451 -0.0264 0.050
N -1.1857 1.0387 -1.0490 -0.034
C -1.9694 1.5679 -2.0129 -0.292
C -2.2840 0.8411 -3.2748 -0.015
C -2.3828 2.8229 -1.6077 0.063
C -1.8224 3.0331 -0.3474 -0.221
C -1.9550 4.2227 0.5359 0.012
N 1.1796 1.3765 0.8484 0.055
N 1.4972 0.4088 -0.0595 -0.034
C 2.8413 0.4159 -0.2206 -0.292
C 3.5439 -0.5321 -1.1344 -0.006
C 3.3735 1.4025 0.5858 0.061
C 2.2948 1.9949 1.2472 -0.220
C 2.3144 3.1115 2.2303 0.014
H -2.6111 -3.5819 1.8418 0.101
H -0.9270 -3.7801 1.3923 0.084
H -2.1026 -3.1291 0.2189 0.076
H -2.4117 -1.7490 3.7987 0.130
H -2.0153 0.6354 4.9743 0.095
H -2.2142 1.9173 3.7790 0.093
H -0.6049 1.5088 4.3714 0.090
H -0.3732 2.5047 2.0355 0.125
H -2.2784 -0.2413 -3.1260 0.074
H -1.5659 1.1068 -4.0519 0.083
H -3.2759 1.1142 -3.6278 0.099
H -3.0238 3.4999 -2.1461 0.133
H -2.5228 4.9954 0.0246 0.096
H -0.9805 4.6297 0.8044 0.091
H -2.4762 3.9683 1.4591 0.097
H 2.9780 -1.4571 -1.2571 0.056
H 4.5179 -0.7933 -0.7256 0.102
H 3.7210 -0.0828 -2.1141 0.091
H 4.4131 1.6596 0.6981 0.134
H 3.3388 3.4314 2.4013 0.097
H 1.8839 2.8029 3.1825 0.095
H 1.7439 3.9659 1.8663 0.095
N 1.0236 0.9576 -3.2221 0.017
N 0.7425 -0.4066 -2.8707 -0.093
H 1.6494 1.0001 -4.0196 0.106
H 1.4671 1.4116 -2.4325 0.073
H 1.5554 -1.0071 -3.0086 0.095
H 0.0371 -0.7290 -3.5308 0.102
C 1.7467 -4.2442 -0.2571 0.032
C 0.5100 -3.7413 -0.9059 -0.406
C -0.4331 -4.7120 -1.5109 0.023
O 0.2882 -2.5212 -0.9579 -0.096
H 1.5084 -5.0793 0.4040 0.117
H 2.2574 -3.4583 0.2936 0.098
H 2.4082 -4.6506 -1.0283 0.122
H 0.1138 -5.3999 -2.1587 0.118
H -1.2286 -4.2185 -2.0628 0.103
H -0.8659 -5.3246 -0.7152 0.118